C9H12Si as an isolated structure. Source: the Open Molecules 2025 dataset; level of theory: ωB97M-V with the def2-TZVPD basis set.

Computed properties:
Frontier orbital gap   10.14 eV
Charge   0
ΔE to the lowest compared entry with this formula, charge and spin   40.7 kcal per mole
LUMO energy   0.818 eV
Highest occupied orbital energy   -9.32 eV

```
22
C9H12Si | the Open Molecules 2025 dataset | ωB97M-V with the def2-TZVPD basis set
H -2.42 0.98 -2.12
H -1.67 2.34 0.21
H 3.66 0.42 1.77
H -1.00 0.10 2.56
H 3.17 -1.52 -2.05
C 1.70 0.40 1.01
H -2.62 -0.15 1.76
H -1.32 -1.34 1.44
C 0.87 0.14 0.02
Si -1.04 0.65 0.05
H 4.70 -0.67 -0.30
H 0.63 -0.62 -1.99
C 3.10 0.22 0.85
C -2.14 0.19 -1.46
C 2.72 -0.83 -1.29
H 1.35 0.77 1.94
H -3.30 -1.21 -2.46
C 3.58 -0.48 -0.22
H -2.18 -1.98 -1.29
C -2.56 -1.03 -1.70
C 1.37 -0.55 -1.12
C -1.55 -0.28 1.71
```

Here are the Mulliken charges for atoms 1 to 6, given in e:
1 H 0.31
2 H -0.17
3 H 0.29
4 H 0.33
5 H 0.30
6 C -0.27